A | Entry from the OMol25 dataset: an isolated molecule of C5H9NO3S (the ωB97M-V functional and the def2-TZVPD basis).

Computed properties:
Gap between HOMO and LUMO: 0.358 hartree
E_LUMO: -0.4 eV
SMILES: CC1(C(=O)S(N)(=O)=O)CC1

Structure (XYZ):
```
19
C5H9NO3S (the ωB97M-V functional and the def2-TZVPD basis)
C 0.4075 0.6229 0.0618
C -2.0344 0.5238 -0.8256
C -2.0255 0.5592 0.6489
C -0.8632 -0.1479 -0.0966
C -0.7213 -1.6954 -0.0824
N 2.9388 0.9591 0.3395
O 0.4203 1.9607 -0.2271
O 2.0643 -1.3229 0.9586
O 1.9772 -0.5194 -1.4188
S 1.9526 -0.2316 -0.0054
H -2.6797 -0.0424 -1.4541
H -1.8563 1.5379 -1.1167
H -1.8249 1.4329 1.2694
H -2.6955 -0.1152 1.1614
H -1.6641 -2.0709 -0.0182
H -0.0348 -1.9287 0.6833
H -0.1470 -1.8326 -1.0516
H 3.0044 1.2530 1.3329
H 3.7815 1.0575 -0.1594
```

=====

B | Entry from the OMol25 dataset: an isolated molecule of C5H9NO3S (the ωB97M-V functional and the def2-TZVPD basis).

Computed properties:
Gap between HOMO and LUMO: 0.357 hartree
E_LUMO: 0.7 eV
SMILES: CN=S1(=O)OC(C)=C(C)O1

Structure (XYZ):
```
19
C5H9NO3S (the ωB97M-V functional and the def2-TZVPD basis)
C -0.7384 -0.1516 -0.7560
C -0.0152 -1.1907 -0.4292
C -2.0941 -0.1299 -1.3768
C -0.2710 -2.6209 -0.8156
C 1.4295 2.3125 2.3416
N 1.1116 0.9598 1.8572
O 2.3070 1.3306 -0.4808
O -0.1033 1.1035 -0.5676
O 1.2266 -0.8497 0.0929
S 1.2527 0.7818 0.3416
H -2.1275 0.1155 -2.4298
H -2.7305 0.5621 -0.8914
H -2.4378 -1.1122 -1.4924
H -0.8484 -3.2352 -0.0401
H 0.6010 -3.2321 -0.8928
H -0.8587 -2.6808 -1.8739
H 1.8095 2.3503 3.3412
H 2.0044 2.9837 1.7918
H 0.4827 2.7032 2.2800
```

=====

Which of them is the most stable, and which is the least stable? A and B, in that order.

=====

A | Entry from the OMol25 dataset: the ion C3H6NO2 with charge -1 (the ωB97M-V functional and the def2-TZVPD basis).

Computed properties:
Gap between HOMO and LUMO: 0.246 hartree
E_LUMO: 4.0 eV
SMILES: O=CNCC[O-]
Total charge: -1

Structure (XYZ):
```
12
C3H6NO2 (the ωB97M-V functional and the def2-TZVPD basis)
C -0.8132 1.2816 0.7573
N -0.1290 0.9402 -0.3581
C 0.9400 -0.0580 -0.2748
C 0.4611 -1.4930 -0.6444
O 1.2545 -2.4692 -0.2319
O -1.7665 2.0397 0.8127
H -0.3829 0.8580 1.6840
H -0.6745 0.8632 -1.2079
H 1.7049 0.2836 -0.9829
H 1.4101 -0.0848 0.7077
H -0.5970 -1.5216 -0.2324
H 0.3269 -1.4550 -1.7650
```

=====

B | Entry from the OMol25 dataset: the ion C3H6NO2 with charge -1 (the ωB97M-V functional and the def2-TZVPD basis).

Computed properties:
Gap between HOMO and LUMO: 0.250 hartree
E_LUMO: 4.0 eV
SMILES: CC(=O)NC[O-]
Total charge: -1

Structure (XYZ):
```
12
C3H6NO2 (the ωB97M-V functional and the def2-TZVPD basis)
O -0.3069 -1.8136 0.1550
C 0.0710 -0.7392 0.6166
N 0.0064 0.4598 0.0211
C -0.3646 0.7451 -1.4639
O -0.0726 2.0183 -1.6775
C 0.5769 -0.7279 2.0727
H 0.4277 1.2773 0.4380
H -1.4327 0.5006 -1.6039
H 0.2192 -0.0357 -2.0247
H -0.1653 -0.4308 2.8112
H 0.7185 -1.7723 2.3933
H 1.5421 -0.2180 2.0662
```

=====

C | Entry from the OMol25 dataset: a cluster of 2 separate species, C3H6NO2 in total (the ωB97M-V functional and the def2-TZVPD basis).

Computed properties:
Gap between HOMO and LUMO: 0.295 hartree
E_LUMO: 4.0 eV
Total charge: -1

Structure (XYZ):
```
12
C3H6NO2 (the ωB97M-V functional and the def2-TZVPD basis)
C 0.7699 0.1938 -2.7234
C 0.2398 1.6180 -0.9640
N 0.3524 1.5068 -2.2274
H 0.7384 0.2586 -3.8217
H 1.8415 0.0517 -2.5344
H 0.1097 -0.5757 -2.3374
H -0.2420 2.5269 -0.6297
H 0.5648 0.7523 -0.3787
O -0.0005 -1.0208 0.9851
C -0.2349 -1.0738 2.2111
O -1.3206 -1.0596 2.8167
H 0.6836 -1.2106 2.8358
```

=====

D | Entry from the OMol25 dataset: a cluster of 2 separate species, C3H6NO2 in total (the ωB97M-V functional and the def2-TZVPD basis).

Computed properties:
Gap between HOMO and LUMO: 0.295 hartree
E_LUMO: 4.1 eV
Total charge: -1

Structure (XYZ):
```
12
C3H6NO2 (the ωB97M-V functional and the def2-TZVPD basis)
C -1.5366 1.3623 -0.1336
C -0.2577 1.4268 -0.5423
N 0.6273 2.5390 -0.3485
H -2.2710 2.1544 -0.2580
H -1.8293 0.4566 0.3802
H 0.2342 0.4939 -0.7935
H 0.0921 3.2172 0.1789
H 1.3748 2.1925 0.2375
O 1.4020 -1.8907 0.7860
C 0.4074 -2.0658 0.0454
O -0.7691 -1.6845 0.1870
H 0.6462 -2.7814 -0.7977
```

=====

Which of them is the most stable, and which is the least stable? B and D, in that order.